[1]
# C49H66CaN3O6SSiTe

C49H66CaN3O6SSiTe as an isolated structure (ωB97M-V with the def2-TZVPD basis set, the OMol25 dataset).

Values from the calculation:
gap between HOMO and LUMO = 0.251 Ha
HOMO level = -10.37 eV
lowest unoccupied orbital energy = -0.13021 Ha

The geometry in ORCA input format:
```
! RIJCOSX wB97M-V def2-TZVPD def2/J DEFGRID3
* xyz 1 1
Te 0.98 -2.11 -3.34
Ca 0.99 0.92 0.03
S 0.89 0.71 2.71
Si -0.55 -0.76 2.62
O -1.89 -0.43 3.51
O 1.63 6.05 6.15
O -0.07 -2.26 3.07
O 2.66 -0.51 0.09
O -0.24 4.86 6.16
O -0.89 -0.85 0.98
N 2.50 1.73 -1.95
N 3.24 -1.91 1.74
N 2.06 3.05 0.47
C -2.57 -4.45 -4.29
C 4.38 -3.74 -6.45
C -2.74 1.52 2.28
C -0.07 -4.96 -3.16
C 3.98 1.29 -3.78
C -3.31 1.06 -3.06
C -0.02 -2.90 4.37
C 1.07 -3.95 4.27
C -1.63 -3.42 -4.17
C 0.18 4.44 3.31
C -0.34 5.47 -0.68
C 0.90 5.29 5.58
C 3.50 -3.59 -4.21
C -2.88 -2.25 1.03
C -1.37 -3.54 4.63
C -1.94 -1.30 -1.07
C 2.45 -2.81 -4.68
C 3.44 2.54 -1.43
C 4.67 2.75 -2.03
C 1.19 4.77 4.20
C -4.71 0.77 -2.52
C 0.50 3.92 2.07
C -0.39 -3.68 -3.60
C -3.43 1.56 -4.51
C -1.61 -1.90 0.28
C -2.71 0.75 3.60
C -2.14 1.62 4.71
C 4.95 2.10 -3.23
C -1.00 -5.98 -3.30
C 0.33 -1.88 5.45
C -4.11 0.26 3.95
C 3.33 -2.95 -6.92
C 2.36 -2.49 -6.04
C 2.77 1.14 -3.11
C -2.52 2.06 -2.25
C 4.38 0.21 1.61
C 4.46 -4.05 -5.10
C -1.15 2.23 -2.50
C 3.14 3.24 -0.16
C -0.45 3.30 -1.97
C -2.25 -5.73 -3.85
C 1.82 3.72 1.72
C 2.52 4.60 3.84
C -0.72 -3.13 0.12
C 2.84 4.07 2.60
C 3.37 -0.76 1.09
C -1.06 4.22 -1.11
C -3.11 2.94 -1.35
C -2.39 3.99 -0.78
H -0.70 5.83 0.29
H 1.54 -1.89 -6.40
H -2.46 -0.35 -0.92
H -4.08 -0.31 4.88
H -2.15 -2.78 4.61
H -1.59 -4.28 3.86
H 5.13 -4.10 -7.14
H 5.39 3.41 -1.57
H 3.29 4.87 4.54
H 0.74 5.31 -0.60
H 3.75 -2.09 2.58
H 0.89 -5.16 -2.72
H 1.22 -1.31 5.16
H -1.23 -3.90 -0.47
H -2.45 1.71 -4.96
H -0.49 -1.17 5.60
H 0.21 -2.87 -0.39
H 0.52 -2.39 6.39
H 4.76 0.82 0.79
H -2.14 1.08 5.66
H -3.98 0.85 -5.12
H -2.74 0.12 -3.09
H 5.21 -0.28 2.11
H -4.15 2.83 -1.09
H -1.87 -2.43 -4.53
H -3.05 0.87 1.45
H 0.58 3.47 -2.28
H -0.64 4.16 5.63
H 5.91 2.23 -3.72
H -2.73 2.54 4.82
H -0.75 -6.98 -2.96
H 5.28 -4.67 -4.74
H 3.26 -2.71 -7.97
H 3.57 -3.83 -3.16
H 3.88 3.88 2.35
H -4.79 1.11 4.08
H -0.86 4.59 3.57
H -3.41 -3.05 0.49
H -1.74 1.91 2.05
H -3.53 -4.25 -4.73
H 1.98 0.53 -3.54
H 2.45 -2.51 1.52
H -2.89 4.67 -0.10
H 2.05 -3.48 4.18
H -1.02 -1.08 -1.63
H -2.98 -6.52 -3.94
H -4.50 -0.38 3.16
H -0.48 -3.54 1.10
H -1.38 -4.03 5.60
H -3.55 -1.39 1.10
H -3.96 2.52 -4.53
H -0.66 1.56 -3.22
H -5.19 -0.01 -3.11
H -0.51 6.27 -1.40
H -4.70 0.44 -1.48
H -2.66 -2.60 2.04
H -2.55 -1.96 -1.68
H 3.86 0.85 2.33
H 4.14 0.77 -4.72
H 1.08 -4.59 5.16
H 3.90 3.94 0.19
H -5.35 1.66 -2.59
H -0.29 3.64 1.38
H -1.10 1.88 4.46
H 0.90 -4.58 3.39
H -3.44 2.35 2.35
*
```

=====

[2]
# C49H68BrCl3N4O5SSi2Ti

C49H68BrCl3N4O5SSi2Ti as an isolated structure (ωB97M-V with the def2-TZVPD basis set, the OMol25 dataset).

Values from the calculation:
gap between HOMO and LUMO (alpha / beta) = 0.133 / 0.243 Ha
expectation value of S² = 2.026
relative energy (zero: lowest compared OMol25 entry of this formula, charge and spin) = 31.2 kJ/mol
HOMO level (alpha / beta) = 0.02 / -2.97 eV
lowest unoccupied orbital energy (alpha / beta) = 0.13361 / 0.13359 Ha

The geometry in ORCA input format:
```
! RIJCOSX wB97M-V def2-TZVPD def2/J DEFGRID3
* xyz -2 3
Br -1.24 -1.81 0.58
Ti 0.22 0.26 -1.99
Cl 2.72 -2.63 0.53
Cl 0.99 -1.63 -4.46
Cl 3.67 -6.16 -3.39
S -0.15 1.38 0.47
Si 1.77 2.13 0.55
Si -2.49 -2.86 2.20
O 2.04 3.74 0.26
O 1.18 0.97 -3.62
O 2.51 1.40 -0.73
O 2.57 1.94 1.99
O 1.36 -1.09 -1.54
N 4.26 -0.40 -5.44
N -1.31 1.61 -2.37
N 0.53 2.61 -5.06
N 3.18 3.31 -7.17
C -4.57 -2.02 4.05
C 1.06 1.59 3.84
C -1.64 -4.36 4.58
C 1.95 4.85 1.11
C 3.14 -4.28 -1.52
C 0.20 4.95 -2.43
C 0.03 3.58 -2.24
C -2.54 1.04 -2.65
C 3.01 -4.65 -2.86
C -2.06 -5.40 0.94
C 1.82 -2.64 -3.34
C -1.18 -3.26 3.62
C 4.16 0.37 -2.06
C -1.31 -1.06 -2.50
C 3.17 4.89 2.03
C 1.92 6.11 0.24
C 0.66 4.78 1.93
C -2.46 -3.18 -2.93
C 2.22 -0.32 2.74
C -3.67 1.83 -2.87
C 2.91 2.49 -6.40
C 3.82 1.61 -1.23
C 1.44 1.66 -4.64
C -1.22 2.97 -2.38
C 3.83 2.86 -2.11
C -0.89 5.76 -2.67
C -3.21 -4.49 1.35
C -2.16 5.20 -2.75
C -2.34 3.82 -2.64
C 1.89 -2.19 -1.97
C 2.35 -3.84 -3.76
C 4.82 1.78 -0.10
C -4.17 -5.28 2.25
C -0.89 -2.00 4.44
C -3.60 3.21 -2.85
C 3.55 1.36 4.05
C -3.88 -1.59 2.75
C 0.16 -3.68 3.00
C -3.28 -0.19 2.95
C -1.33 -2.45 -2.58
C -4.95 -1.45 1.67
C -3.97 -4.15 0.06
C -3.65 -2.51 -3.21
C -3.69 -1.14 -3.09
C 2.34 1.15 3.13
C -2.55 -0.40 -2.74
C 2.60 1.53 -5.44
C 3.49 0.45 -5.39
C 2.58 -3.09 -1.12
H 2.01 -0.94 3.61
H -0.06 -2.19 5.12
H -0.93 -4.46 5.40
H -2.41 -4.26 -3.00
H -5.04 -4.69 2.51
H 4.76 0.93 0.57
H 5.83 1.86 -0.50
H -5.56 -2.35 1.59
H -4.92 -3.68 0.25
H 0.23 1.52 3.14
H 0.87 3.32 -5.71
H -1.70 -5.32 4.07
H 1.41 -0.42 2.02
H 3.24 3.95 2.57
H -3.38 -3.50 -0.58
H 1.01 6.12 -0.35
H 0.54 5.66 2.56
H 0.07 -4.56 2.38
H 0.57 -2.89 2.40
H 3.63 2.41 4.34
H 3.44 0.77 4.95
H -4.61 1.36 -3.10
H -4.53 -3.07 -3.49
H 3.19 2.72 -2.98
H -1.54 -5.80 1.81
H -3.02 5.82 -2.96
H -0.44 -3.03 -2.35
H -2.62 -0.15 3.81
H 3.46 3.71 -1.54
H -4.09 0.52 3.13
H 3.65 -4.91 -0.81
H -0.62 -1.18 3.78
H -0.14 2.93 -4.38
H -3.68 -5.61 3.16
H 4.84 3.07 -2.46
H 4.08 5.00 1.44
H -2.73 0.13 2.07
H 1.16 2.62 4.18
H 1.95 7.00 0.87
H -1.74 -1.71 5.04
H -4.51 -6.17 1.71
H 4.23 -0.50 -1.40
H -2.61 -4.13 5.00
H 5.10 0.49 -2.59
H -1.35 -4.85 0.32
H -4.63 -0.63 -3.29
H -3.88 -2.07 4.88
H -0.19 4.70 1.26
H -4.16 -5.07 -0.49
H 4.60 2.68 0.47
H 2.78 6.13 -0.43
H 3.14 -0.66 2.27
H 0.89 2.96 -2.02
H -4.47 3.82 -3.07
H 3.09 5.71 2.74
H 2.25 -4.12 -4.79
H -5.62 -0.63 1.93
H 0.87 0.95 4.70
H 0.68 3.90 2.55
H -2.43 -6.24 0.36
H -5.35 -1.30 4.30
H 0.88 -3.90 3.79
H -5.04 -3.00 3.94
H 3.37 0.18 -2.79
H -0.75 6.83 -2.82
H 1.20 5.36 -2.42
H 4.46 1.08 3.54
H -4.50 -1.23 0.71
*
```

=====

What largest force on an atom values result from the calculations? In sequence: 1.20 2.44 eV Å⁻¹.